ORCA calculation (ωB97M-V with the def2-TZVPD basis set) on a single C21H25Cl2N3O4 molecule.

2S+1: 1
Molecular weight (g mol⁻¹): 454.354
HOMO-LUMO gap (eV): 9.23
SMILES: C[C@@H](OC(=O)CNC(=O)[C@]12C[C@H]3C[C@H](C[C@H](C3)C1)C2)C(=O)Nc1ncc(Cl)cc1Cl
Charge: 0
Lowest unoccupied orbital energy (eV): -0.03

Bonds (Å) are listed after each position.
Cartesian coordinates (Å):
1 Cl 3.7453 -1.1533 -0.2718  C23 1.731
2 Cl -0.2051 -4.3698 -2.0638  C28 1.721
3 O -2.0484 1.9373 1.0419  C21 1.213
4 O -0.6862 -0.6820 2.9612  C26 1.331, C29 1.432
5 O 2.3772 -0.1694 4.1874  C30 1.205
6 O -2.1488 -2.3324 3.3907  C26 1.201
7 N -2.0430 -0.2611 0.5986  C12 1.441, C21 1.356, H32 1.006
8 N 2.0614 -1.0778 2.1807  C18 1.372, C30 1.378, H42 1.018
9 N 0.4139 -2.5291 1.3752  C18 1.322, C20 1.320
10 C -0.5702 2.8859 -2.8276  C15 1.528, C16 1.528, C25 1.525, H35 1.095
11 C -0.0565 -0.8408 5.3056  C29 1.523, H33 1.086, H36 1.086, H54 1.087
12 C -2.7378 -0.6084 1.8120  N7 1.441, C26 1.522, H34 1.096, H45 1.094
13 C 1.7149 -2.7551 -1.0490  C23 1.379, C28 1.394, H37 1.079
14 C 1.4303 0.7650 -2.6934  C19 1.527, C24 1.528, H40 1.092, H49 1.092
15 C -0.5691 1.7301 -3.8264  C10 1.528, C19 1.527, H47 1.092, H48 1.092
16 C 0.8564 3.1674 -2.3588  C10 1.528, C24 1.528, H31 1.092, H44 1.092
17 C -0.8742 1.2604 -0.9396  C21 1.530, C22 1.530, C25 1.535, C27 1.536
18 C 1.5426 -1.8673 1.1859  N8 1.372, N9 1.322, C23 1.414
19 C 0.0000 0.4849 -3.1505  C14 1.527, C15 1.527, C22 1.532, H43 1.096
20 C -0.0982 -3.2793 0.4177  N9 1.320, C28 1.386, H46 1.081
21 C -1.7031 1.0223 0.3238  O3 1.213, N7 1.356, C17 1.530
22 C -0.8545 0.1014 -1.9382  C17 1.530, C19 1.532, H38 1.095, H53 1.093
23 C 2.2414 -1.9781 -0.0381  Cl1 1.731, C13 1.379, C18 1.414
24 C 1.4248 1.9170 -1.6899  C14 1.528, C16 1.528, C27 1.528, H41 1.096
25 C -1.4371 2.5108 -1.6302  C10 1.525, C17 1.535, H51 1.093, H52 1.091
26 C -1.8422 -1.3243 2.8136  O4 1.331, O6 1.201, C12 1.522
27 C 0.5644 1.5468 -0.4827  C17 1.536, C24 1.528, H39 1.094, H50 1.091
28 C 0.5071 -3.4140 -0.8220  Cl2 1.721, C13 1.394, C20 1.386
29 C 0.2535 -1.2593 3.8740  O4 1.432, C11 1.523, C30 1.523, H55 1.099
30 C 1.6391 -0.7830 3.4592  O5 1.205, N8 1.378, C29 1.523
31 H 0.8559 3.9989 -1.6514  C16 1.092
32 H -1.6737 -1.0182 0.0494  N7 1.006
33 H 0.7036 -1.2361 5.9723  C11 1.086
34 H -3.0701 0.3380 2.2550  C12 1.096
35 H -0.9814 3.7819 -3.3048  C10 1.095
36 H -1.0297 -1.2269 5.5958  C11 1.086
37 H 2.2240 -2.8522 -1.9950  C13 1.079
38 H -0.4170 -0.7948 -1.4873  C22 1.095
39 H 0.9713 0.6626 0.0164  C27 1.094
40 H 1.8552 -0.1294 -2.2340  C14 1.092
41 H 2.4490 2.1137 -1.3533  C24 1.096
42 H 2.9655 -0.6658 1.9582  N8 1.018
43 H 0.0004 -0.3500 -3.8612  C19 1.096
44 H 1.4804 3.4497 -3.2099  C16 1.092
45 H -3.6024 -1.2440 1.6014  C12 1.094
46 H -1.0214 -3.7837 0.6644  C20 1.081
47 H -1.5870 1.5355 -4.1716  C15 1.092
48 H 0.0369 1.9869 -4.6980  C15 1.092
49 H 2.0501 1.0262 -3.5540  C14 1.092
50 H 0.5556 2.3646 0.2398  C27 1.091
51 H -2.4614 2.3136 -1.9559  C25 1.093
52 H -1.4701 3.3272 -0.9078  C25 1.091
53 H -1.8712 -0.1336 -2.2628  C22 1.093
54 H -0.0574 0.2435 5.3794  C11 1.087
55 H 0.1973 -2.3522 3.7694  C29 1.099



ORCA calculation (ωB97M-V with the def2-TZVPD basis set) on a 10-piece molecular cluster, H20O10 overall in a non-equilibrium geometry.

2S+1: 1
Molecular weight (g mol⁻¹): 180.150
HOMO-LUMO gap (eV): 8.97
SMILES: O.O.O.O.O.O.O.O.O.O
Charge: 0
Lowest unoccupied orbital energy (eV): -0.63

Bonds (Å) are listed after each position.
Cartesian coordinates (Å):
1 O -21.4036 -2.4665 4.6669  H11 0.973, H30 0.967
2 O -20.0075 -7.2007 6.0905  H14 0.955, H27 0.957
3 O -21.8673 -5.3414 7.0672  H25 0.981, H26 0.930
4 O -23.7350 -5.8991 4.6294  H12 0.933, H21 0.970
5 O -22.8596 -7.7481 8.4342  H13 0.975, H23 0.963
6 O -20.8317 -6.4392 10.3735  H15 0.983, H28 0.962
7 O -21.4401 -5.4861 3.2134  H20 0.928, H22 0.963
8 O -23.7742 -3.1275 5.6207  H17 0.953, H29 0.942
9 O -19.3882 -4.4583 7.1479  H18 0.951, H19 0.969
10 O -22.4606 -4.1170 9.7626  H16 0.937, H24 0.943
11 H -22.1779 -2.6690 5.2196  O1 0.973
12 H -23.7707 -6.7359 4.2178  O4 0.933
13 H -22.7583 -8.5102 9.0336  O5 0.975
14 H -20.4565 -7.9102 5.6353  O2 0.955
15 H -20.4435 -7.3008 10.6424  O6 0.983
16 H -22.3256 -3.4793 9.0901  O10 0.937
17 H -23.8859 -2.3855 5.0329  O8 0.953
18 H -20.2994 -4.7317 7.1396  O9 0.951
19 H -19.0136 -4.8814 7.9355  O9 0.969
20 H -21.9095 -4.7983 2.8030  O7 0.928
21 H -24.4091 -5.3683 4.1780  O4 0.970
22 H -21.9405 -5.6811 4.0126  O7 0.963
23 H -22.9024 -8.1318 7.5521  O5 0.963
24 H -23.0130 -3.7810 10.4484  O10 0.943
25 H -22.4397 -5.2112 6.2814  O3 0.981
26 H -22.2333 -6.0049 7.6057  O3 0.930
27 H -20.6628 -6.5559 6.3550  O2 0.957
28 H -21.5725 -6.5653 9.7730  O6 0.962
29 H -23.9979 -3.8447 5.0529  O8 0.942
30 H -21.8166 -1.7981 4.1034  O1 0.967